68
Properties=species:S:1:pos:R:3 method="wB97M-V/def2-TZVPD" homo_ev=-9.32 total_energy_ha=-1271.0363 charge=0 relative_energy_kcal_mol=58.7 smiles="NC(N)=O.CCO.CCO.CCO.CCO.CCO.CCO.CO"
O 1.1276 -3.1758 0.4007
O -0.6824 3.5372 3.2217
O 0.5026 -1.9408 -2.3053
O -3.5724 -0.6898 1.1127
O 0.7436 -0.0848 3.5317
O -0.4604 3.2842 -2.6463
O 0.5246 0.1942 -0.4163
O -1.4184 3.0422 -0.1363
N -1.4214 0.8822 3.5687
N -0.9854 -0.7738 2.0877
C 1.6796 -3.2368 2.5807
C 1.2886 -4.1148 1.4157
C 1.0746 3.1492 1.5167
C -0.4654 1.0852 -3.1843
C -2.5304 -1.5068 -0.7273
C 1.7626 0.0402 0.2537
C 1.7526 -1.6798 -4.3473
C 0.6806 3.5962 2.9507
C -2.2204 2.0752 0.4467
C 1.6416 -2.4928 -2.9743
C -0.5314 0.0392 3.0457
C 0.3536 2.3652 -3.1023
C -3.7454 -1.6138 0.1367
C 2.8796 0.4352 -0.6603
H 1.4526 -3.5398 -3.0723
H -1.0034 2.7442 -0.9403
H 1.2536 2.2432 -2.3483
H 0.7946 -2.7948 3.0347
H 1.0266 4.5792 3.2657
H -1.6454 -2.0538 -0.4363
H 1.6656 0.5512 1.1257
H 2.4106 -2.4808 2.3377
H -1.9954 -0.7008 1.6227
H -1.3184 1.2612 -3.8293
H 2.7096 -2.0208 -4.7373
H -4.5304 -1.4798 -0.5673
H 2.6786 -0.0308 -1.5733
H 1.9886 -0.9158 0.6537
H -0.8444 0.8152 -2.2223
H -2.2334 -0.4658 -0.9063
H 1.8636 -0.6078 -4.1083
H -1.6954 1.1152 0.7327
H 2.0576 -3.7868 3.4627
H 0.9606 -1.9578 -5.0953
H 2.1126 3.1662 1.5587
H -2.7264 2.3442 1.3637
H 0.5456 2.2232 1.3287
H -0.0034 4.1122 -2.3173
H 0.5646 -3.5908 -0.2923
H -2.6684 -1.9888 -1.6313
H 2.9826 1.4222 -0.9233
H -0.9034 2.5822 3.2697
H -2.3554 0.8982 3.2407
H 0.8846 3.7732 0.7057
H -2.9324 1.8272 -0.2993
H 0.3696 -4.6948 1.6097
H 2.0776 -4.7868 1.2697
H 0.4376 2.7322 -4.1843
H 3.7606 0.0312 -0.2393
H 1.2246 2.7972 3.6247
H -0.1934 -0.0118 0.2047
H -0.3154 -1.4228 1.6547
H 0.5276 -1.0268 -1.9483
H -4.3344 -0.0478 1.0207
H -1.3044 1.4902 4.3987
H -0.0524 0.3032 -3.7683
H 2.4896 -2.4228 -2.2693
H -3.7594 -2.5968 0.4527